[1]
The following is a quantum chemistry calculation of a molecular structure, C13H9CuN2O5Se in a non-equilibrium geometry, from the Open Molecules 2025 dataset.

Geometry as ORCA input:
```
! wB97M-V def2-TZVPD RIJCOSX def2/J DEFGRID3
* xyz 1 2
O 0.1326 4.3584 -4.3529
C -0.6668 3.9951 -5.0859
Cu 1.2803 0.0421 -2.6740
C -0.1112 -1.3348 -3.1708
O -0.2411 -2.1532 -2.2442
C -2.0565 0.0265 -4.3818
O -2.0891 1.1904 -4.5895
C 1.4904 -1.3595 -3.8165
O 2.1276 -2.1437 -4.4430
C -1.1888 -1.2312 -4.2281
O -1.7422 -2.2590 -4.6439
H 2.2331 0.5103 -1.5681
C 2.3141 -0.6172 1.3299
N 0.9257 -0.1740 1.3177
C 0.3761 0.6867 0.4254
Se 1.2534 1.6169 -0.9729
N -0.9012 0.9189 0.8551
C -1.1201 0.3103 2.0991
C -2.0424 0.6154 3.0917
C -1.7610 0.1595 4.3916
C -0.5749 -0.5503 4.6752
C 0.3580 -0.8370 3.6642
C 0.0400 -0.3980 2.3840
H 2.9571 0.0714 1.8980
H 2.6725 -0.6751 0.2986
H 2.3492 -1.6043 1.7991
H -1.5509 1.5054 0.3540
H -2.9350 1.1877 2.8382
H -2.4608 0.3643 5.2073
H -0.3764 -0.8710 5.7013
H 1.3081 -1.3509 3.8410
*
```

- ΔE to the lowest compared entry with this formula, charge and spin: 449.6 kJ/mol
- Largest force on an atom: 5.6 eV Å⁻¹
- Orbital gap (spin up / spin down): 5.571 / 5.664 eV
- Expectation value of S²: 0.79
- HOMO (spin up / spin down): -10.58 / -10.62 eV

---

[2]
The following is a quantum chemistry calculation of 2 unconnected molecules or ions with the total composition CH3N5O in a non-equilibrium geometry, from the Open Molecules 2025 dataset.

Geometry as ORCA input:
```
! wB97M-V def2-TZVPD RIJCOSX def2/J DEFGRID3
* xyz 0 1
N 2.5762 0.1772 0.0507
N 2.0807 0.6137 -1.0277
N 0.9763 1.1651 -0.8109
N 0.7379 1.0484 0.4479
N 1.7366 0.4372 1.0341
H -0.1266 1.1102 0.8361
C -2.0473 -1.1613 -0.1153
O -0.9973 -0.7629 0.3044
H -2.0049 -1.9081 -0.9683
H -2.9316 -0.7194 0.2491
*
```

- ΔE to the lowest compared entry with this formula, charge and spin: 168.9 kJ/mol
- Largest force on an atom: 4.5 eV Å⁻¹
- Orbital gap: 11.260 eV
- HOMO: -11.10 eV